<A>
DFT (wB97M-V/def2-TZVPD) results for C3H5NOS2 in the gas phase.

```
12
Properties=species:S:1:pos:R:3
C 1.89 0.23 -0.46
S 0.55 1.37 -0.20
N -0.73 0.28 0.15
C -1.29 -0.50 -0.91
O -0.84 -0.44 -2.03
C -1.18 0.08 1.45
S -2.38 -0.86 2.02
H 1.81 -0.43 -1.35
H 2.17 -0.31 0.51
H 2.73 0.93 -0.66
H -2.15 -1.17 -0.53
H -0.59 0.82 2.03
```

The SMILES is CSN(C=O)C=S. The gap between HOMO and LUMO comes out at 8.721 eV.

The computed Mulliken charges, all in e, follow: atom 1 (C): -0.74, atom 2 (S): 0.02, atom 3 (N): -0.04, atom 4 (C): 0.18, atom 5 (O): -0.47, atom 6 (C): 0.04, atom 7 (S): -0.32, atom 8 (H): 0.29, atom 9 (H): 0.26, atom 10 (H): 0.28, atom 11 (H): 0.21, atom 12 (H): 0.30

=====

<B>
DFT (wB97M-V/def2-TZVPD) results for a 2-piece molecular cluster, C3H5NOS2 overall.

```
12
Properties=species:S:1:pos:R:3
C -0.21 0.78 -0.23
C 3.00 -1.03 0.16
C -0.89 -0.41 -0.82
N -1.03 -0.34 0.63
O 3.03 -2.07 -0.30
S 3.02 0.30 0.87
S -1.54 2.03 -0.22
H -1.82 -0.37 -1.43
H -0.18 -1.12 -1.04
H -0.78 3.10 0.15
H -1.82 0.22 1.03
H -0.78 -1.09 1.22
```

The gap between HOMO and LUMO comes out at 8.695 eV.

The computed Mulliken charges, all in e, follow: atom 1 (C): -0.23, atom 2 (C): 0.68, atom 3 (C): -0.21, atom 4 (N): -0.25, atom 5 (O): -0.35, atom 6 (S): -0.35, atom 7 (S): -0.34, atom 8 (H): 0.21, atom 9 (H): 0.25, atom 10 (H): 0.14, atom 11 (H): 0.22, atom 12 (H): 0.22

=====

Q: Which of them is the most stable? A: <A>.